{"formula": "C28H44F2I2N5OSi3", "method": "ωB97M-V/def2-TZVPD", "elements": ["H", "C", "C", "H", "H", "H", "I", "C", "C", "H", "H", "I", "H", "C", "H", "F", "C", "N", "C", "C", "C", "H", "C", "H", "C", "H", "C", "C", "C", "C", "H", "F", "H", "H", "C", "C", "H", "H", "H", "H", "Si", "H", "H", "H", "H", "H", "H", "C", "H", "O", "C", "N", "H", "H", "C", "H", "N", "C", "H", "C", "H", "N", "Si", "C", "H", "Si", "H", "H", "H", "C", "C", "H", "H", "C", "H", "H", "H", "C", "H", "N", "H", "H", "H", "H", "C"], "positions_angstrom": [[0.575410, 0.487922, 2.205701], [1.201153, -0.657341, -1.179840], [-4.574639, -2.381683, -0.203601], [4.428458, -0.074055, -3.708662], [-4.837084, 3.257659, -0.794829], [5.726060, -1.999471, -5.861184], [-2.053901, 4.875441, 6.294812], [-2.467459, -0.446979, -1.962225], [-3.033247, 3.428351, 2.008462], [6.120582, -6.708373, -2.231861], [-2.179513, -0.098516, 2.055110], [-4.448169, 0.663436, 4.471608], [7.008910, -2.466113, -1.185890], [6.552365, -2.050899, -5.144486], [2.253768, -1.008493, -0.739343], [-3.961719, 1.276315, 1.109084], [5.251697, -0.319570, -3.031006], [-2.613180, 5.583192, 0.023894], [-5.235142, 4.166949, 1.367912], [5.349768, -5.331565, -5.134703], [7.354621, -2.338354, -2.217742], [-0.174216, -3.290158, 0.963881], [-2.949757, 2.074093, 5.337309], [7.167146, -5.314982, -2.491921], [-3.317544, 2.087575, 6.969712], [7.148727, -2.939262, -5.360762], [3.244174, -5.801198, -3.012687], [-5.732883, 3.610524, -0.129004], [0.346499, -2.296488, 1.311467], [-0.076377, 4.864684, 3.069230], [7.936981, -3.217490, -2.501754], [-2.122857, 2.251546, -0.033052], [-4.205176, 3.939908, 4.841370], [-6.502012, 6.135879, 0.918054], [-3.088922, 3.596585, 4.779494], [-4.013342, -0.751473, -2.430199], [1.356644, 0.467516, -1.506062], [5.282336, -6.411839, -5.291404], [-1.845468, 1.625786, 5.296405], [7.194118, -1.179545, -5.308801], [-0.186183, -0.794602, 0.162211], [4.893181, -0.242838, -2.001090], [-4.371666, -0.250394, -3.434755], [-6.196690, -1.853939, -1.927148], [2.924938, -5.622326, -1.981334], [-2.359754, 2.141922, 7.649371], [-6.351432, 4.469657, -0.680688], [-3.027865, -2.084099, 0.287925], [0.219012, 1.733843, 0.841909], [-0.869849, 3.702331, 3.491782], [-1.956472, -1.108524, -0.547243], [-2.588027, 6.914777, 3.200245], [1.535245, -2.403328, 1.344336], [0.971115, -1.329024, -2.114329], [-5.727002, 5.730268, 1.705002], [-6.522164, 2.767607, 0.111619], [4.615149, -3.195248, -3.138948], [-0.197092, 0.759080, 1.336357], [2.453121, -5.455673, -3.687663], [-5.081843, -1.669970, -1.591971], [5.970265, -5.293529, -1.178937], [-4.548642, 3.427115, 2.287438], [4.869491, -4.903458, -3.373781], [6.155200, -5.613850, -2.208613], [6.047056, 0.419658, -3.174787], [5.911937, -2.056805, -3.381719], [-2.593749, -2.552393, 1.296605], [-0.025001, -2.013325, 2.409384], [-3.786707, 1.009148, 7.176581], [-2.422139, 5.613634, 3.276745], [-2.649110, 4.594375, 0.866036], [-1.741265, 0.228440, -2.620770], [-4.829753, 6.489244, 1.726612], [-2.321325, 3.937202, 3.371867], [8.030273, -1.478734, -2.241151], [-6.290632, 5.780648, 2.755877], [3.370848, -6.877832, -3.152772], [-1.674157, 0.983001, 2.088866], [4.680265, -4.845042, -5.852238], [0.704646, 5.690304, 2.402862], [-4.157014, 2.854918, 7.242595], [-1.414386, 1.173340, 3.210897], [-5.239294, -3.068403, 0.483344], [6.376667, -5.033857, -5.357605], [-2.666004, 2.017172, 1.358590]], "forces_ev_per_a": [[-1.630, 0.630, -1.779], [1.015, 0.446, -0.611], [3.230, 2.753, -1.954], [0.023, -0.059, 0.066], [-1.765, 0.414, 1.456], [0.048, -0.067, 0.134], [-0.256, -0.291, -0.634], [-2.874, -2.668, 2.629], [-1.554, 0.338, -1.741], [0.091, -0.106, 0.078], [0.680, 2.626, 0.089], [0.957, 0.874, 0.152], [-0.026, -0.033, -0.167], [0.426, 0.386, -0.265], [-2.363, 0.655, -0.955], [3.634, 2.134, 0.430], [0.316, 0.137, -0.108], [-0.245, -9.089, 7.585], [-0.095, 0.020, 0.179], [0.096, -0.527, -0.281], [0.518, 0.310, 0.107], [1.230, 1.813, 0.787], [0.731, 0.798, 2.199], [-0.025, 0.032, 0.049], [-0.617, -2.039, -0.052], [-0.043, -0.024, -0.028], [0.099, -0.206, -0.088], [-0.423, 1.061, 0.715], [-0.155, -0.121, 0.965], [4.609, 3.278, -5.247], [-0.032, -0.020, 0.043], [-1.582, -0.381, 3.558], [2.357, -0.670, -0.661], [1.609, -1.018, 1.404], [0.194, -1.082, 0.239], [0.938, -1.036, 2.499], [-0.368, -2.272, 0.402], [0.031, -0.137, -0.138], [-2.554, 1.044, -0.441], [0.096, 0.060, -0.135], [1.014, -0.613, 0.034], [-0.021, -0.031, -0.037], [0.726, -1.195, 2.275], [2.658, 0.553, 0.539], [0.022, 0.034, -0.077], [-1.984, 0.334, -1.497], [1.624, -1.830, 1.231], [-0.941, 1.589, -2.846], [-0.948, -1.767, 0.889], [1.176, 3.344, -1.480], [-4.955, -0.956, -2.044], [1.488, -12.274, 0.782], [-2.717, 0.144, -0.149], [0.556, 1.364, 1.744], [-1.341, -0.389, 0.383], [1.910, 1.372, -0.480], [1.803, -0.652, -0.526], [0.311, 0.948, 1.252], [0.099, 0.006, 0.092], [4.100, 0.246, 1.915], [-0.002, 0.055, -0.118], [1.239, 4.351, -2.678], [-0.999, 3.252, 0.585], [0.217, -0.630, 0.053], [-0.053, 0.146, 0.035], [-2.851, -1.858, 0.575], [-1.254, 1.008, -2.448], [0.780, -0.894, -2.153], [1.052, 2.392, -0.310], [-2.118, 9.147, -0.524], [-0.507, 6.604, -5.623], [-1.868, -1.664, 1.594], [-1.411, -1.917, 0.007], [-0.850, 3.382, 0.650], [0.173, 0.063, 0.076], [1.486, -0.272, -2.136], [-0.127, -0.149, 0.021], [0.968, -1.664, -0.091], [0.085, 0.015, 0.138], [-7.064, -7.495, 6.378], [1.833, -1.302, -0.554], [-0.987, 0.211, -2.168], [1.364, 1.589, -1.730], [-0.034, 0.040, -0.024], [0.025, -2.601, -2.038]], "mulliken_charge": [0.41, -0.90, -0.43, 0.23, 0.19, 0.23, 0.12, -0.28, 1.16, 0.35, 0.20, 0.10, 0.22, -1.05, 0.17, -0.30, -0.97, -0.61, 0.48, -1.04, -1.03, 0.29, -0.25, 0.31, -1.07, 0.31, -1.01, -0.88, -0.94, 0.40, 0.30, -0.39, 0.57, 0.38, -1.00, -0.43, 0.31, 0.35, 0.41, 0.35, -0.07, 0.19, 0.26, 0.29, 0.23, 0.32, 0.39, -0.11, 0.34, -0.19, 0.52, -0.57, 0.29, 0.33, -0.98, 0.28, -0.12, -0.63, 0.24, -0.37, 0.24, -0.27, 0.13, -1.03, 0.28, 0.10, 0.21, 0.24, 0.39, 0.01, -0.26, 0.28, 0.22, 0.81, 0.37, 0.25, 0.27, -0.25, 0.24, -0.46, 0.31, -0.65, 0.27, 0.31, 1.11], "mol_weight_da": 842.76, "charge": -1, "total_energy_ev": -84498.333, "gap_ev": 3.1146, "e_lumo_ev": -0.07}